# 1
{"formula": "C50H50Ge2IrN4O4P2", "method": "ωB97M-V/def2-TZVPD", "de_lowest_ev": 0.000, "spin_multiplicity": 5, "charge": 3, "orbital_gap_ev": [6.7, 2.9], "species": ["C", "Ge", "C", "C", "C", "C", "H", "C", "H", "H", "C", "C", "C", "Ir", "C", "Ge", "H", "H", "H", "C", "C", "H", "H", "O", "H", "C", "H", "H", "N", "H", "C", "P", "O", "H", "H", "C", "H", "C", "H", "C", "C", "H", "C", "C", "C", "N", "H", "O", "H", "C", "C", "H", "H", "C", "H", "O", "H", "H", "C", "H", "H", "C", "P", "C", "C", "C", "H", "C", "C", "C", "H", "H", "H", "H", "H", "C", "H", "H", "C", "H", "H", "H", "H", "N", "C", "C", "H", "N", "H", "H", "C", "C", "C", "C", "H", "H", "C", "H", "C", "C", "C", "C", "C", "H", "H", "C", "H", "C", "C", "H", "C", "H", "H"], "coordinates": [[-2.2282, 4.7229, 2.9069], [0.2174, -2.3693, -2.6813], [-2.6893, 1.4852, -4.0816], [1.1624, 2.6014, -0.0329], [4.3566, 1.5231, 2.9769], [3.3367, 3.5696, 3.7183], [-2.4310, 0.6439, 3.5069], [-0.1932, -1.2843, 4.7768], [-2.2830, -5.9020, -0.1521], [4.5091, -0.9856, -2.1554], [1.2908, -4.1565, 2.3695], [2.5457, 4.5295, -0.3550], [-1.1007, 0.0376, -2.3065], [-0.2700, -0.3687, 0.9471], [-1.9273, -3.5369, -6.0967], [2.7291, -1.7775, -3.7843], [-2.8266, 2.3613, 3.6631], [-3.3327, 3.6899, -0.1371], [2.1791, -4.5477, -1.8138], [0.5847, 0.7611, 5.8003], [-3.2635, 4.2903, 0.7632], [2.9874, -0.0733, 2.5223], [2.9008, -0.7256, -1.4451], [-3.1291, 2.2729, -6.1843], [5.2432, 0.9485, 2.7432], [-2.9241, 0.3019, -0.5915], [0.4069, 0.1800, -3.8109], [-1.0324, 1.4243, -5.4256], [0.8755, -2.2019, 1.3848], [-4.1764, 1.5065, -2.5714], [-0.2376, -6.4914, -0.4518], [0.3825, 0.7950, 3.0254], [-0.4038, -0.8382, -1.5474], [-0.4289, -1.8451, 3.8826], [-2.8624, -1.9936, -2.6638], [-3.9968, 6.1429, 2.1019], [1.2471, -5.1099, 2.8644], [0.3055, -3.3021, 1.9857], [4.2213, -3.1100, -5.2384], [1.2059, -4.8385, -1.4326], [0.4349, 0.1809, 7.0478], [2.5742, -3.6946, -5.4885], [-2.0421, 1.6239, 3.8112], [2.1820, -2.3953, 1.4063], [1.0167, -6.1102, -0.9085], [2.4676, -3.5654, 1.9955], [2.6945, 0.7291, -4.3937], [-4.5993, 2.6232, -4.6317], [-0.7095, -2.8716, 6.1248], [0.4977, 4.7170, 0.8918], [-2.5929, -2.4126, -3.6251], [1.8414, -6.8109, -0.8902], [-4.0385, -3.7129, -6.3988], [-1.2605, -2.5770, -3.9963], [1.1998, 3.5700, 3.8796], [-2.3430, -0.1063, 0.4134], [-0.2086, 5.3221, 1.4431], [-4.6238, -2.7068, -4.2085], [-0.9256, -3.1098, -5.2405], [3.3870, -3.9457, 2.1572], [-0.7595, -3.4170, 2.0841], [3.1016, 0.9550, 2.8513], [-1.2281, 2.5611, 1.4217], [-2.3283, 3.9613, 1.7410], [-3.5876, -2.8254, -4.4957], [-3.1735, 1.1913, -2.8344], [0.9579, 1.5392, -0.2152], [-0.6109, 0.4439, -3.5511], [-3.2569, -3.3897, -5.7243], [1.6375, 5.2974, 0.3563], [0.6786, 0.7477, 7.9361], [-4.6598, 6.9838, 2.2532], [3.0024, 2.5796, -1.1310], [-0.3863, -7.4896, -0.0612], [1.8122, 6.3565, 0.4933], [-4.0937, 5.3861, 0.9434], [1.8529, -0.2016, -5.6612], [3.4301, 4.5973, 4.0436], [2.0777, 2.9968, 3.6127], [3.6253, -2.3533, -1.4523], [3.4355, 4.9893, -0.7640], [3.4999, -4.2402, -4.0746], [-1.8019, 1.5819, 4.8701], [-3.5476, 2.1919, -5.0503], [-1.3052, -5.6052, -0.5083], [-0.0299, -1.1238, 7.1634], [-2.9684, 6.4229, 3.9670], [-0.8419, 2.0153, 3.0413], [-4.8225, 5.6393, 0.1856], [-3.9641, 0.6275, -0.4645], [2.6844, -0.2012, -4.9584], [3.5200, -1.4236, -2.0094], [3.2965, -3.3969, -4.7301], [4.4732, 2.8384, 3.4034], [3.6114, -0.2681, -5.5342], [0.1123, -3.2017, -5.5400], [0.2707, 3.3514, 0.7278], [-1.4952, 4.4723, 3.6636], [-0.3434, -1.8581, 6.0298], [1.9567, 1.6888, 3.1638], [2.3059, 3.1782, -0.5572], [-2.3851, 0.4907, -1.9101], [0.2606, 0.0262, 4.6591], [-1.6648, -3.9755, -7.0495], [0.9442, 1.7780, 5.7126], [0.1298, -3.9609, -1.5111], [5.4500, 3.2941, 3.4929], [-3.0576, 5.8195, 3.0733], [-1.1274, -4.3400, -1.0482], [-0.1470, -1.5714, 8.1409], [-1.3914, 1.1441, -4.4445], [-1.9703, -3.6643, -1.1310], [2.9183, -1.7160, 1.0116]], "forces_ev_per_a": [[-0.023, 0.112, -0.186], [-1.806, 0.043, 1.015], [0.319, -0.128, -0.001], [-0.055, -0.096, 0.075], [0.056, -0.085, -0.039], [0.044, 0.045, 0.008], [-0.043, 0.020, -0.016], [-0.021, 0.159, -0.027], [0.003, -0.013, -0.016], [0.001, 0.036, -0.127], [-0.235, -0.036, -0.005], [0.090, 0.024, -0.035], [-0.464, 0.644, -0.324], [0.152, 0.646, 0.763], [0.047, 0.004, 0.007], [0.728, 0.270, -0.178], [0.026, -0.014, 0.009], [-0.043, 0.031, -0.038], [0.013, -0.075, 0.029], [0.033, -0.015, -0.047], [0.102, -0.020, 0.113], [0.126, 0.027, 0.032], [0.029, 0.057, -0.032], [-0.062, 0.017, 0.170], [0.004, -0.002, 0.011], [-0.315, 0.084, 0.172], [-0.063, 0.016, -0.060], [0.039, 0.014, 0.009], [-0.013, -0.101, -0.311], [0.008, 0.037, 0.008], [0.052, -0.035, 0.041], [-0.600, 1.253, 0.455], [0.690, -1.163, -0.876], [-0.078, -0.045, 0.060], [-0.021, 0.000, -0.059], [-0.011, -0.002, -0.037], [0.041, -0.019, 0.015], [0.089, -0.267, -0.033], [0.010, 0.055, 0.006], [0.001, 0.067, -0.041], [0.000, 0.064, 0.021], [0.024, 0.021, -0.024], [-0.177, -0.120, -0.010], [0.008, 0.101, -0.111], [0.059, -0.018, 0.012], [-0.033, 0.004, 0.000], [-0.039, -0.029, 0.046], [0.121, -0.069, -0.072], [0.016, -0.009, 0.001], [0.233, -0.066, 0.013], [-0.061, 0.186, 0.100], [-0.013, -0.002, 0.051], [-0.025, 0.033, 0.011], [0.962, 0.011, 0.000], [-0.061, 0.001, -0.084], [-0.129, -0.643, -0.163], [0.033, 0.030, -0.011], [-0.019, -0.061, -0.014], [0.047, 0.040, 0.002], [0.047, 0.058, -0.009], [-0.034, 0.001, 0.011], [-0.156, 0.032, -0.028], [0.605, -0.395, -0.321], [-0.002, -0.208, 0.034], [0.018, -0.016, 0.095], [-0.148, 0.065, 0.229], [0.010, 0.088, -0.039], [0.164, -0.075, 0.366], [0.019, -0.021, -0.089], [-0.076, 0.130, 0.046], [0.005, 0.006, -0.002], [0.027, 0.032, -0.020], [0.029, 0.031, 0.001], [-0.004, 0.006, -0.002], [0.019, -0.008, -0.012], [-0.073, -0.020, -0.041], [0.013, -0.061, -0.017], [-0.003, -0.020, 0.051], [-0.148, 0.092, -0.060], [0.004, -0.009, -0.003], [0.000, -0.005, -0.016], [-0.029, 0.047, 0.061], [-0.028, 0.031, -0.006], [-0.111, 0.075, -0.104], [0.029, 0.069, 0.014], [-0.018, -0.060, -0.025], [-0.055, -0.002, 0.004], [0.620, 0.077, 0.195], [-0.011, 0.026, 0.010], [-0.053, -0.136, 0.051], [-0.200, -0.310, 0.319], [-0.397, -0.260, -0.190], [-0.366, 0.131, 0.257], [-0.019, 0.054, -0.004], [0.009, -0.039, -0.009], [-0.025, -0.050, -0.040], [-0.347, 0.066, 0.377], [-0.017, -0.018, 0.017], [-0.011, -0.064, 0.014], [0.070, -0.434, -0.516], [0.019, -0.132, -0.039], [0.635, -0.073, -0.282], [-0.070, -0.385, -0.407], [-0.052, 0.000, -0.022], [0.024, -0.008, 0.042], [0.680, 0.366, -0.353], [0.000, -0.002, 0.008], [0.027, -0.011, 0.118], [-0.132, 0.228, -0.026], [0.006, 0.019, 0.016], [-0.303, 0.166, -0.010], [-0.037, -0.056, 0.037], [0.048, -0.042, 0.041]]}

***

# 2
{"formula": "C50H50InN3O6S3", "method": "ωB97M-V/def2-TZVPD", "de_lowest_ev": 0.000, "orbital_gap_ev": 7.3, "species": ["H", "N", "H", "H", "H", "H", "C", "C", "C", "C", "C", "H", "H", "H", "H", "H", "H", "H", "H", "C", "H", "H", "S", "C", "H", "H", "C", "H", "H", "H", "H", "H", "H", "H", "C", "C", "C", "C", "C", "H", "S", "C", "H", "C", "H", "C", "C", "C", "H", "H", "C", "C", "H", "C", "H", "C", "H", "H", "C", "C", "C", "C", "C", "H", "O", "H", "H", "H", "C", "C", "O", "H", "C", "H", "H", "O", "H", "C", "H", "C", "C", "C", "C", "H", "C", "C", "H", "H", "H", "C", "C", "In", "O", "C", "C", "H", "H", "C", "H", "C", "O", "C", "C", "C", "C", "N", "H", "C", "N", "C", "C", "O", "S"], "coordinates": [[-3.6842, 0.1963, -2.0265], [-2.0187, -1.3609, 1.8923], [-2.7413, 4.2538, -5.1745], [5.5507, 1.9948, -3.2574], [-1.4458, -0.7776, 5.4870], [-2.3406, 3.6563, 0.0666], [4.7241, 1.3039, -3.2040], [-1.0690, 0.2713, 3.0477], [-4.2407, -3.4922, -0.0330], [2.8165, 0.4187, 0.4619], [-1.4505, 1.9487, -3.0694], [-0.0320, -4.9047, 4.4795], [1.7364, 4.9193, -3.5575], [-0.1627, -2.5791, 3.8869], [-6.3412, 2.2745, 0.5992], [2.3398, -4.3575, 1.8023], [3.3594, -2.9988, 1.3106], [-0.0936, 0.4045, -3.6176], [0.0477, 5.3162, -3.1735], [-4.3596, 3.0608, 0.4288], [-5.9121, 0.4303, -1.0038], [1.7733, -1.1537, -2.9568], [1.2093, -2.2633, 2.0269], [1.1663, 1.9071, -0.8409], [1.5212, -2.9891, 4.2897], [-1.3682, 2.9914, -6.7838], [0.1410, -5.8366, -0.3023], [0.1243, 3.8895, 5.6733], [-0.0315, 1.0653, -6.0071], [3.2842, -1.2239, -4.9103], [-0.3387, 2.6654, 7.7692], [2.6733, -4.4522, -0.6515], [-3.6836, -2.4476, 2.4253], [-4.5441, 3.8705, 1.1220], [-1.4777, 1.5303, -1.6083], [-4.3683, -3.9013, -1.3457], [2.4638, 0.9305, 1.7049], [-3.4223, -3.4949, -2.2797], [-0.3810, 2.2516, 4.4074], [4.8133, -0.4963, 3.6729], [-0.7795, -5.1832, 2.2412], [2.0425, -3.6632, -0.2362], [-2.7907, 3.5975, -2.8064], [-2.3657, -2.7071, -1.8516], [-0.8635, -6.0578, -0.6663], [1.9096, 0.5168, -0.7812], [3.4522, -0.4947, -4.1307], [-2.8446, 1.8692, -1.0094], [4.2671, -0.8099, -0.5446], [4.0557, 2.0355, -1.3112], [-0.6440, 1.6147, -5.3066], [3.1811, 0.6131, 2.8453], [-0.6847, 2.2139, 0.2376], [-0.8381, 0.9185, 4.3470], [1.5285, 2.4434, 0.0534], [0.9589, 3.9049, -1.8331], [5.5160, -1.3767, 1.4595], [2.8800, 1.0312, 3.7948], [-2.9736, -2.1799, 1.6492], [-0.9212, 0.8586, 6.7631], [0.4080, -4.6295, 3.5194], [-2.1629, 3.4054, -4.8404], [2.8042, 0.4587, -2.0233], [-3.5075, -3.7721, -3.3189], [-0.2949, 3.6329, -1.1980], [-1.1230, 0.3319, 7.6838], [1.3125, -5.2178, 3.3841], [-0.0771, -7.2684, 1.2947], [2.3622, -3.4352, 1.2315], [-5.1298, 1.1322, -0.7549], [1.5979, 2.6650, -1.9576], [-0.2644, 2.3932, 2.5323], [0.7828, 4.5193, -3.2230], [1.8559, 4.5242, 0.0650], [0.4506, 3.7654, -3.9280], [-0.6461, 0.8064, 1.9808], [-1.6023, -2.3352, -2.5209], [-1.3898, 2.6970, -5.7437], [1.2938, -6.1733, 1.4951], [-3.1464, -2.6937, 0.3163], [-0.6737, 1.2414, -3.9742], [3.8854, 1.3306, -2.1096], [4.2759, -0.2279, 2.7744], [2.7528, 5.0039, -1.3785], [-0.3584, 2.2674, -0.8079], [1.7597, 4.8854, -0.9548], [-5.2046, -4.5147, -1.6482], [2.1940, -2.7302, -0.7798], [0.8788, -6.3656, -0.9101], [4.6599, -0.7208, 1.5394], [-5.3697, 2.1615, 0.1400], [-0.7003, -0.7468, 0.1237], [-0.0992, 2.9696, 3.3116], [0.2631, -6.2397, 1.1558], [3.9419, -0.4021, 0.4012], [1.5993, 1.5660, 1.8072], [1.2443, 5.8408, -0.9398], [2.6001, -0.4609, -3.0372], [-4.9694, -3.7730, 0.7124], [-3.8804, 0.9947, -1.3249], [1.1542, -0.6497, -0.7019], [-0.2157, 2.8651, 5.6525], [-0.4792, 2.1765, 6.8153], [-2.1955, 3.0349, -3.5081], [0.7147, -3.1418, 3.5675], [-2.2392, -2.3405, -0.5937], [5.1785, 0.3593, -5.0707], [4.5146, 0.3851, -4.2192], [-1.8243, -0.8298, 3.0681], [-3.1052, 2.9251, -0.1468], [-1.1008, 0.2433, 5.5430], [-1.3558, 0.1575, -1.5359], [0.3081, -4.0381, -0.6252]], "forces_ev_per_a": [[0.016, -0.077, 0.006], [0.081, -0.186, -2.040], [-0.071, 0.095, -0.045], [0.132, 0.089, -0.032], [-0.077, -0.049, -0.015], [0.114, 0.052, 0.085], [0.077, 0.084, 0.178], [-0.636, -0.426, 0.042], [0.332, 0.176, 0.166], [0.161, 0.044, 0.187], [-0.130, 0.054, 0.040], [0.152, -0.037, 0.016], [0.074, 0.068, -0.040], [0.010, 0.033, 0.094], [-0.073, -0.011, 0.042], [0.022, -0.056, 0.022], [-0.049, -0.112, 0.023], [0.073, -0.091, 0.013], [-0.051, 0.132, 0.002], [-0.125, 0.102, 0.147], [-0.116, -0.050, -0.040], [-0.046, -0.023, 0.004], [-0.004, -0.382, 0.392], [-0.077, 0.289, 0.498], [-0.145, 0.066, 0.069], [0.013, -0.001, -0.064], [0.125, 0.736, -0.059], [0.038, 0.084, -0.028], [0.065, -0.061, -0.047], [-0.002, -0.045, -0.096], [-0.004, 0.025, 0.041], [0.089, 0.115, -0.028], [0.057, -0.014, 0.081], [-0.006, 0.062, 0.001], [0.141, 0.452, -0.322], [0.162, 0.115, -0.172], [-0.032, 0.163, -0.211], [-0.039, -0.038, 0.051], [-0.059, -0.399, 0.235], [0.102, 0.016, 0.028], [0.211, -0.135, 0.162], [-0.445, -0.166, -0.170], [-0.083, 0.057, 0.052], [-0.180, -0.098, -0.568], [0.063, -0.096, -0.112], [0.404, 0.091, -0.246], [0.069, -0.103, -0.154], [-0.061, 0.100, 0.177], [-0.044, -0.036, -0.088], [0.078, 0.115, 0.076], [0.092, -0.044, -0.086], [0.068, 0.110, 0.108], [0.120, 0.163, -0.099], [0.219, 0.333, 0.129], [-0.152, -0.122, -0.200], [0.310, 0.794, -0.236], [0.108, -0.020, -0.011], [-0.083, 0.018, 0.106], [0.163, 0.356, 1.030], [-0.012, -0.114, 0.136], [-0.305, -0.118, -0.319], [-0.088, 0.095, -0.049], [0.080, -0.181, 0.022], [0.031, -0.016, -0.051], [-0.194, 0.056, 0.104], [-0.031, -0.119, 0.009], [0.024, -0.057, 0.117], [0.133, 0.025, -0.094], [-0.124, 0.311, 0.185], [-0.018, -0.066, -0.046], [-0.101, 0.061, -0.120], [0.047, 0.099, 0.192], [-0.051, -0.457, 0.383], [-0.029, -0.016, 0.140], [-0.063, -0.060, -0.065], [0.254, -0.173, -0.890], [-0.034, -0.052, -0.127], [-0.012, 0.033, -0.118], [0.019, -0.014, 0.031], [-0.422, -0.539, -0.762], [-0.021, -0.001, 0.065], [-0.031, -0.106, -0.192], [-0.047, 0.045, 0.125], [0.096, 0.107, -0.071], [0.023, -0.334, 0.282], [-0.246, -0.539, -0.125], [-0.046, -0.037, -0.008], [0.177, -0.042, -0.058], [-0.157, -0.073, -0.019], [0.067, -0.116, 0.010], [-0.095, 0.143, 0.110], [-0.028, -0.183, 0.853], [-0.003, 0.151, -0.288], [-0.376, 0.243, 0.397], [0.015, -0.067, 0.054], [-0.009, 0.050, 0.011], [-0.008, 0.136, 0.041], [-0.189, 0.076, 0.291], [-0.012, 0.009, 0.094], [-0.037, -0.067, -0.042], [-0.538, -0.436, 0.079], [0.051, 0.094, -0.171], [0.002, -0.010, -0.177], [0.108, -0.059, -0.164], [0.208, 0.301, -0.494], [0.201, 0.407, 0.556], [0.045, -0.023, -0.086], [-0.044, -0.082, -0.161], [-0.041, 0.159, 1.770], [0.083, -0.078, -0.096], [0.044, 0.069, 0.012], [0.066, -0.218, -0.089], [0.487, -0.529, -0.285]]}

***

Q: Which maximum force values were calculated for the entries above? A: 2.1; 2.1, in eV/A.